Version a
DFT (wB97M-V/def2-TZVPD) results for 2 unconnected molecules or ions with the total composition C3H9O3.

Computed properties:
- charge = -1

Geometry (Å):
C -0.83414 0.31830 1.26495
O -1.23809 0.92233 0.03618
C 0.66687 -0.04304 1.34099
C 1.50353 0.09451 -0.02124
O 0.87585 -0.22982 -1.16543
H -1.06070 1.13660 1.95960
H -1.44743 -0.57967 1.45979
H 0.76185 -1.06902 1.57002
H 1.07644 0.58329 2.13145
H 1.91587 1.11223 0.04035
H 2.33341 -0.59111 0.17852
H -0.56816 0.53831 -0.61890
H -0.68303 -0.38972 -2.46750
H -1.98474 -1.09948 -2.57205
O -1.31753 -0.70370 -3.13675

Atomic partial charges in e from the natural (NBO) method, atoms 1 to 2: -0.0559 -0.7963


Version b
DFT (wB97M-V/def2-TZVPD) results for 2 unconnected molecules or ions with the total composition C3H9O3.

Computed properties:
- charge = -1

Geometry (Å):
C 0.65412 0.23903 -0.57176
C 0.48315 -1.08628 -1.28953
O -0.78527 -1.71428 -1.03012
C -0.71047 0.84460 -0.07932
O -1.03642 0.17100 1.10374
H 1.18883 1.01351 -1.21485
H 1.22576 0.21371 0.29234
H 0.61625 -1.00173 -2.55557
H 1.21748 -1.89701 -1.01754
H -1.43287 -0.96294 -0.80729
H -0.64108 2.02667 0.03462
H -1.47036 0.52603 -0.73647
H 0.18211 0.86764 1.87437
H 0.01551 -0.00410 3.08561
O 0.49325 0.76416 2.91176

Atomic partial charges in e from the natural (NBO) method, atoms 1 to 2: -0.4817 -0.0305


Version c
DFT (wB97M-V/def2-TZVPD) results for 2 unconnected molecules or ions with the total composition C3H9O3.

Computed properties:
- charge = -1

Geometry (Å):
C 0.46886 -0.26701 -1.01061
C -0.06447 1.08867 -0.51781
O -0.74040 0.94336 0.74994
C -0.73659 -1.31776 -1.22683
O -0.45329 -2.60092 -1.10621
H 1.05619 -0.20043 -1.93191
H 1.13108 -0.62406 -0.22452
H -0.83320 1.53133 -1.16019
H 0.76117 1.82498 -0.39969
H -1.39987 0.22954 0.57122
H -1.26301 -0.94031 -2.12340
H -1.61607 -1.05389 -0.46425
H 0.84595 1.30000 1.83882
H 2.08219 2.06446 2.10783
O 1.39407 1.59127 2.59639

Atomic partial charges in e from the natural (NBO) method, atoms 1 to 2: -0.4813 -0.0705


Least stable = version b


Version a
DFT (wB97M-V/def2-TZVPD) results for a gas-phase ion, C4H5O3 (charge +1).

Computed properties:
- charge = +1

Geometry (Å):
C 1.57094 -1.82342 -0.87576
C -0.78283 -0.19203 -0.27394
C 0.41362 0.73217 0.00375
C 0.94259 -1.45972 0.41470
O -0.40356 -1.42153 0.35665
O 1.48023 -0.16756 0.33562
O 2.08829 -1.76606 -1.86346
H -1.71109 0.14152 0.19189
H -0.94772 -0.35017 -1.34466
H 0.69565 1.35274 -0.84848
H 0.26424 1.36463 0.88467
H 1.31957 -2.06716 1.25172

Atomic partial charges in e from the natural (NBO) method, atoms 1 to 2: 0.8740 -0.1235


Version b
DFT (wB97M-V/def2-TZVPD) results for 2 unconnected molecules or ions with the total composition C4H5O3.

Computed properties:
- charge = +1

Geometry (Å):
C -0.23167 -0.14736 0.52702
C 1.89843 0.35969 0.11587
C 1.24824 -0.22268 -1.19152
C -3.74541 -0.14396 0.97736
O -2.83220 -0.64406 1.33993
O 0.83618 0.30015 1.07211
O -0.13171 -0.40929 -0.70979
H 2.72548 -0.11227 0.53672
H 2.31147 1.33499 0.12359
H 1.03012 0.51488 -2.04510
H 1.61210 -1.15696 -1.31047
H -4.72103 0.32687 0.56427

Atomic partial charges in e from the natural (NBO) method, atoms 1 to 2: 0.4221 -0.1527


Least stable = version b


Version a
DFT (wB97M-V/def2-TZVPD) results for 2 unconnected molecules or ions with the total composition C3H7N2OP.

Geometry (Å):
C 0.68010 1.88774 0.01287
C 0.80018 3.14892 -0.77628
C -0.07872 -0.99024 1.46591
N 0.28988 3.01157 0.53410
N 0.64751 -2.97202 -2.00348
O 1.16562 -0.51475 -1.01849
P 0.45397 -0.00573 0.15050
H 1.65138 3.66942 -1.01459
H 0.05339 3.61878 -1.43316
H 0.37014 -3.17087 -1.08066
H -0.17675 -1.95434 1.06944
H -0.84568 -0.76606 2.17920
H 1.71931 -2.72468 -2.09125
H 0.37273 -2.07118 -2.19077

Atomic partial charges in e from the natural (NBO) method, atoms 1 to 2: -0.1135 -0.2576


Version b
DFT (wB97M-V/def2-TZVPD) results for 2 unconnected molecules or ions with the total composition C3H7N2OP.

Geometry (Å):
C -2.35639 0.61393 0.39591
C -1.37427 -0.37816 -0.04697
C 1.57512 1.61467 -1.34246
N -1.81472 0.96904 -0.66739
N 0.72168 -2.14250 0.92622
O 0.33377 0.05092 2.08335
P 0.34235 -0.48605 0.71491
H -2.83639 1.02361 1.34268
H -1.73082 -1.28863 -0.62719
H 2.00564 0.79535 -1.93574
H 0.42898 1.80965 -1.54118
H 2.15296 2.25097 -0.77203
H 0.96519 -2.56922 0.02620
H 1.58691 -2.26358 1.44369

Atomic partial charges in e from the natural (NBO) method, atoms 1 to 2: 0.0897 -0.5131


Least stable = version a